Below is a 2-piece molecular cluster, C10H16 overall in a non-equilibrium geometry, with properties calculated with ωB97M-V/def2-TZVPD.

```
! RIJCOSX wB97M-V def2-TZVPD def2/J DEFGRID3
* xyz 0 1
C 1.118 -1.001 -2.500
C 1.799 -1.506 -0.142
C 1.539 -0.553 -1.127
C 2.105 -1.106 1.149
C 1.578 0.795 -0.791
C 2.190 0.243 1.468
C 1.948 1.188 0.487
H 1.733 -2.559 -0.375
H 2.300 -1.876 1.877
H 0.270 -1.686 -2.529
H 1.968 -1.457 -3.023
H 1.386 1.520 -1.568
H 2.453 0.533 2.474
H 2.039 2.228 0.762
H 0.896 -0.143 -3.146
C -1.676 0.616 0.825
C -2.948 1.114 1.544
C -2.096 -0.211 -0.402
H -1.030 1.421 0.500
H -1.151 -0.035 1.523
H -3.390 0.308 2.119
H -3.688 1.470 0.827
H -2.612 -1.136 -0.142
H -2.795 0.343 -1.027
H -2.719 1.942 2.218
H -1.218 -0.453 -1.001
*
```

Energy relative to the best compared isomer or geometry (same formula, charge and spin) (kcal/mol): 4.25
HOMO energy (eV): -9.1
Calculated total energy (eV): -10629.559
F_max (hartree/bohr): 0.0309
Frontier orbital gap (eV): 10.11
SMILES: Cc1ccccc1.CCC

Here are the natural (NBO) charges for atoms 1 to 6, given in e: -0.640 -0.223 -0.005 -0.189 -0.226 -0.229